(1)
Here is a structure of composition C3H4N2O from the OMol25 dataset. Energies are from the ωB97M-V functional and the def2-TZVPD basis.

```
! RIJCOSX wB97M-V def2-TZVPD def2/J DEFGRID3
* xyz 0 1
O -1.2595 1.9033 -0.5115
C -0.5495 0.8083 -0.1856
N 0.2698 0.2986 -1.0680
N 0.9154 -0.6957 -0.4295
C 0.4615 -0.7995 0.8655
C -0.5220 0.2036 1.1452
H -1.0148 2.1099 -1.4272
H 1.4425 -1.3343 -1.0005
H 0.9974 -1.3420 1.6344
H -0.7408 -1.1521 0.9771
*
```

Results
Maximum force   0.80 eV/Å
Energy relative to the best compared isomer or geometry (same formula, charge and spin)   418.4 kJ/mol
E_LUMO   0.8 eV
DFT total energy   -8199.5487 eV



(2)
Here is a structure of composition C46H56As3F5NO4RbSSb2 in a non-equilibrium geometry from the OMol25 dataset. Energies are from the ωB97M-V functional and the def2-TZVPD basis.

```
! RIJCOSX wB97M-V def2-TZVPD def2/J DEFGRID3
* xyz -2 1
Rb -0.4620 0.5723 -1.0574
C 0.6068 2.6684 3.3517
C 1.0527 1.2229 3.4203
C -0.1369 0.3344 3.0867
Sb 0.3234 -1.7392 2.8276
C -1.7021 -2.3064 2.4180
C -2.1734 -3.5499 2.8303
C -3.4872 -3.9281 2.5854
C -4.3504 -3.0599 1.9320
C -3.8902 -1.8195 1.5173
C -2.5730 -1.4517 1.7501
C 0.0544 -2.1351 4.9586
C 1.1288 -2.6128 5.7061
C 1.0098 -2.8690 7.0681
C -0.2005 -2.6508 7.7074
C -1.2834 -2.1743 6.9787
C -1.1541 -1.9217 5.6207
Sb 0.0361 3.0586 1.3065
C -2.0748 2.8255 1.7049
C -2.8324 1.8530 1.0503
C -4.1913 1.7133 1.3072
C -4.8132 2.5516 2.2199
C -4.0699 3.5113 2.8916
C -2.7122 3.6387 2.6403
C -0.0053 5.1944 1.5928
C -1.0418 5.9751 1.0848
C -1.0073 7.3574 1.1902
C 0.0737 7.9888 1.7921
C 1.1209 7.2267 2.2844
C 1.0785 5.8413 2.1801
H 1.3972 3.3646 3.6404
H -0.2435 2.8514 4.0132
H 1.4487 0.9746 4.4137
H 1.8735 1.0494 2.7148
H -0.5908 0.6399 2.1449
H -0.8947 0.4125 3.8714
H -1.5129 -4.2332 3.3550
H -3.8351 -4.9060 2.8975
H -5.3726 -3.3535 1.7294
H -4.5520 -1.1408 0.9944
H -2.2195 -0.4955 1.3877
H 2.0820 -2.7903 5.2176
H 1.8605 -3.2406 7.6281
H -0.3019 -2.8511 8.7675
H -2.2332 -2.0010 7.4711
H -2.0118 -1.5587 5.0649
H -2.3628 1.1835 0.3343
H -4.7618 0.9555 0.7975
H -5.8747 2.4516 2.4093
H -4.5491 4.1629 3.6141
H -2.1434 4.3941 3.1723
H -1.8776 5.4978 0.5885
H -1.8226 7.9468 0.7885
H 0.1041 9.0693 1.8660
H 1.9749 7.7086 2.7463
H 1.9124 5.2651 2.5647
F -6.8210 -0.3883 -0.4764
C -5.8994 -1.3085 -0.8354
C -4.6882 -0.9301 -1.3852
F -4.4211 0.3776 -1.5760
C -3.7515 -1.8800 -1.7363
F -2.6043 -1.3950 -2.2506
C -3.9492 -3.2662 -1.6210
S -2.8001 -4.4358 -2.1345
C -5.1994 -3.5959 -1.0596
F -5.5356 -4.8882 -0.8859
C -6.1408 -2.6622 -0.6721
F -7.3163 -3.0575 -0.1385
C 3.6270 2.5358 -0.6822
As 2.7870 0.7942 -1.1297
C 4.2544 -0.2733 -0.3612
C 3.3459 0.9218 -3.0435
C 3.3954 -0.3343 -3.9472
C 3.2429 0.1204 -5.4014
C 2.3489 -1.3933 -3.5727
As 0.3632 -1.2344 -3.6848
C 0.1963 -2.1875 -5.4062
C -0.0637 0.5198 -4.5101
C 4.8051 -0.9386 -3.7548
As 5.4865 -2.6190 -4.5473
C 4.7103 -3.9186 -3.2965
C 4.3571 -3.0541 -6.0978
H 4.6779 2.5777 -0.9804
H 3.5585 2.6942 0.3969
H 3.0691 3.3288 -1.1801
H 5.2330 0.0432 -0.7285
H 4.0959 -1.3320 -0.5643
H 4.2171 -0.1349 0.7210
H 4.3210 1.4202 -3.0748
H 2.6245 1.6390 -3.4426
H 2.3028 0.6496 -5.5411
H 3.2641 -0.7240 -6.0921
H 4.0554 0.8019 -5.6705
H 2.4723 -1.6557 -2.5157
H 2.5415 -2.2950 -4.1593
H 0.8584 -1.7486 -6.1556
H -0.8370 -2.1151 -5.7468
H 0.4371 -3.2423 -5.2708
H 0.1122 0.5137 -5.5865
H 0.4899 1.3323 -4.0501
H -1.1254 0.7005 -4.3280
H 4.9732 -1.1118 -2.6899
H 5.5409 -0.1851 -4.0559
H 5.0669 -3.6902 -2.2919
H 5.0547 -4.9179 -3.5651
H 3.6227 -3.9007 -3.2900
H 4.5890 -2.3877 -6.9281
H 3.2894 -3.0163 -5.8910
H 4.6241 -4.0706 -6.3919
O 0.6544 2.5152 -2.1979
N -0.1842 3.3280 -1.7576
O 0.1211 4.4964 -1.5785
O -1.3333 2.9140 -1.4628
C 1.0758 -3.1960 -0.0741
C 1.1432 -1.6868 -0.3080
O 0.7501 -1.0012 0.6667
H 1.9056 -3.7021 -0.5762
H 0.1525 -3.5399 -0.5580
H 1.0393 -3.4820 0.9867
*
```

Results
Maximum force   2.03 eV/Å
Energy relative to the best compared isomer or geometry (same formula, charge and spin)   227.9 kJ/mol
E_LUMO   3.7 eV
DFT total energy   -278953.2742 eV